Entry 1:
The following is a DFT calculation (ωB97M-V/def2-TZVPD) of 2 unconnected molecules or ions with the total composition C9H11O3.

Last column: Löwdin charge in e.
Geometry (Å):
C (1.0161, -0.3788, 3.5386)  -0.029
C (1.1590, -1.8718, 3.4401)  -0.582
O (0.1916, -2.5576, 2.8223)  0.074
O (2.0616, -2.5132, 3.9413)  0.046
H (0.0226, -0.0178, 3.7187)  0.065
H (1.2827, 0.0289, 2.5061)  0.105
H (1.7308, 0.0173, 4.2463)  0.070
C (-0.5945, 0.9223, -3.9565)  -0.105
C (-0.3752, 0.3802, 0.3462)  -0.461
C (-0.2249, -0.7406, -0.5166)  -0.046
C (-0.5513, 1.7004, -0.2513)  -0.040
C (-0.2745, -0.4875, -1.8917)  -0.114
C (-0.7399, 1.7997, -1.6056)  -0.099
C (-0.5708, 0.7113, -2.4898)  -0.357
O (-0.4400, 0.2530, 1.6130)  -0.177
H (-0.0974, -2.0254, 2.0438)  0.097
H (0.0271, -1.7401, -0.2946)  0.069
H (-0.5514, 2.5260, 0.4386)  0.086
H (-0.2152, -1.4056, -2.5233)  0.105
H (-1.0261, 2.7849, -1.9741)  0.093
H (-1.3238, 1.6214, -4.3450)  0.059
H (-0.9129, -0.0542, -4.4414)  0.078
H (0.4064, 1.0473, -4.3653)  0.062

HOMO-LUMO gap in eV: 6.705
Electronic energy in eV: -15654.920
Net charge: -1
LUMO level in eV: 3.6
Energy relative to the best compared isomer or geometry (same formula, charge and spin) in kJ/mol: 133.2

Entry 2:
The following is a DFT calculation (ωB97M-V/def2-TZVPD) of a gas-phase ion, C5H8N2O (charge +2).

Last column: Löwdin charge in e.
Geometry (Å):
C (0.0325, 2.0321, 2.0612)  0.305
N (0.2154, 1.0582, 1.2331)  -0.077
C (1.6390, 0.7668, 0.8811)  0.035
C (-0.7847, 0.4121, 0.6037)  -0.138
O (-2.2413, 1.0161, 0.8470)  0.046
N (-0.6494, -0.7004, -0.0771)  0.310
C (-0.9627, -1.6657, -0.6747)  0.121
C (-1.4366, -2.7624, -1.3449)  0.058
H (0.9255, 2.6307, 2.4849)  0.190
H (-0.9706, 2.3389, 2.3580)  0.152
H (2.0276, -0.3343, 0.9566)  0.155
H (2.1040, 1.4966, 1.6478)  0.123
H (2.0616, 1.0712, -0.1243)  0.140
H (-1.2392, -2.5147, -2.4915)  0.208
H (-2.4718, -3.0702, -1.0189)  0.173
H (-0.8039, -3.7570, -1.2521)  0.200

HOMO-LUMO gap (spin up / spin down) in eV: 7.909 / 7.932
Electronic energy in eV: -10317.034
Structure (SMILES): C=[N+](C)C(=O)[N+]#CC
Net charge: +2
LUMO level (spin up / spin down) in eV: -11.9 / -11.9
Energy relative to the best compared isomer or geometry (same formula, charge and spin) in kJ/mol: 355.4

Entry 3:
The following is a DFT calculation (ωB97M-V/def2-TZVPD) of 2 unconnected molecules or ions with the total composition C2HNO2.

Last column: Löwdin charge in e.
Geometry (Å):
O (-1.3447, -0.1279, -1.7025)  0.126
C (-0.7518, 0.9156, -1.6352)  -0.419
O (-0.3995, 2.0078, -1.6121)  0.206
C (0.8267, -0.9859, 1.6586)  -0.064
N (0.3612, -0.7549, 0.6746)  0.088
H (1.3081, -1.0547, 2.6166)  0.063

HOMO-LUMO gap in eV: 13.098
Electronic energy in eV: -7674.922
Structure (SMILES): O=C=O.C#N
Net charge: 0
LUMO level in eV: 0.8
Energy relative to the best compared isomer or geometry (same formula, charge and spin) in kJ/mol: 18.2

Entry 4:
The following is a DFT calculation (ωB97M-V/def2-TZVPD) of 12 unconnected molecules or ions with the total composition C28H74FIN4O12S.

Last column: Löwdin charge in e.
Geometry (Å):
C (-2.4448, -3.0062, -3.6808)  -0.138
C (-1.2245, -2.0386, -4.2653)  -0.323
N (-1.2598, -0.6224, -3.7849)  -0.195
C (-0.0774, -0.2599, -2.8652)  -0.685
I (-0.0560, -1.6944, -1.2172)  0.996
C (1.2523, -0.1324, -3.7682)  -0.092
C (2.5296, -1.0792, -3.4446)  -0.600
N (3.5993, -0.6931, -4.4948)  0.027
N (3.2146, -0.8723, -2.1142)  0.016
N (2.3430, -2.5664, -3.6282)  0.030
C (-0.5948, 1.1743, -2.1589)  -0.652
S (-2.4197, 0.7319, -1.7579)  0.725
C (-0.5704, 2.4571, -3.1393)  -0.147
C (-1.5499, 3.7136, -2.8011)  -0.368
C (-1.7710, 4.0937, -1.2339)  -0.123
C (-3.0384, 3.6407, -3.5628)  -0.122
O (0.0449, 1.2772, -0.8583)  -0.256
C (1.1372, 2.2265, -0.7569)  -0.223
F (2.3399, 1.9451, -1.5733)  -0.075
C (1.6589, 2.1593, 0.8330)  -0.038
C (0.6736, 1.4471, 1.9678)  0.019
C (1.0699, 1.3659, 3.5900)  -0.039
C (2.4830, 2.0123, 4.1147)  -0.080
C (3.4716, 2.6997, 2.9788)  -0.054
C (3.0810, 2.7914, 1.3565)  -0.013
H (-1.9039, -3.7527, -2.9232)  0.046
H (-2.7939, -3.7066, -4.5831)  0.083
H (-3.3241, -2.4066, -3.1964)  0.078
H (-0.2297, -2.6256, -4.1193)  0.079
H (-1.4110, -2.0044, -5.4446)  0.125
H (-1.2647, -0.0290, -4.6429)  0.100
H (0.9313, -0.3820, -4.8923)  0.143
H (1.6755, 0.9822, -3.8446)  0.103
H (3.8080, 0.3308, -4.3423)  0.070
H (4.4679, -1.2576, -4.2565)  0.093
H (3.6923, -1.7322, -1.7568)  0.078
H (3.9537, -0.1379, -2.1980)  0.073
H (2.2816, -3.0869, -2.7238)  0.044
H (3.0412, -2.9824, -4.2844)  0.080
H (-3.2210, 0.9357, -2.8945)  -0.083
H (-0.9203, 2.0706, -4.2160)  0.130
H (0.5080, 2.9220, -3.3588)  0.119
H (-1.0359, 4.6711, -3.3005)  0.137
H (-1.6420, 3.2224, -0.4653)  0.061
H (-2.8557, 4.5429, -1.0413)  0.078
H (-1.0118, 4.9679, -0.9615)  0.086
H (-3.3014, 4.7181, -3.9340)  0.079
H (-2.9064, 2.9653, -4.5088)  0.071
H (-3.8704, 3.2462, -2.8116)  0.079
H (0.8771, 3.3549, -0.9313)  0.160
H (-0.3775, 0.9580, 1.7015)  0.089
H (0.3160, 0.8340, 4.3409)  0.089
H (2.7173, 1.9390, 5.2618)  0.077
H (4.5117, 3.1383, 3.3340)  0.081
H (3.8230, 3.3158, 0.5955)  0.094
C (-2.9634, 0.5898, 4.4453)  -0.160
O (-2.3279, -0.5381, 3.8724)  -0.147
H (-3.0840, 0.4229, 5.5182)  0.058
H (-2.3471, 1.4776, 4.2839)  0.072
H (-3.9461, 0.7271, 3.9875)  0.080
H (-2.2345, -0.3610, 2.9209)  0.071
C (3.3942, -0.5732, -8.1012)  -0.178
O (2.2180, -1.2918, -7.7778)  -0.142
H (3.3732, -0.3167, -9.1629)  0.076
H (3.4368, 0.3435, -7.5079)  0.062
H (4.2696, -1.1940, -7.8957)  0.071
H (2.2648, -1.5054, -6.8304)  0.047
C (-3.9367, -6.0153, -1.6314)  -0.158
O (-3.2313, -5.9249, -2.8556)  -0.158
H (-4.6247, -5.1701, -1.5546)  0.081
H (-4.5050, -6.9483, -1.6054)  0.076
H (-3.2295, -5.9836, -0.7991)  0.058
H (-2.6293, -6.6874, -2.8957)  0.053
C (3.0492, -2.2238, 4.4964)  -0.172
O (3.9330, -1.2464, 3.9787)  -0.135
H (3.4748, -3.2150, 4.3233)  0.077
H (2.9203, -2.0675, 5.5702)  0.077
H (2.0847, -2.1499, 3.9882)  0.062
H (3.5292, -0.3780, 4.1468)  0.036
C (1.6638, -5.7912, 3.1791)  -0.146
O (1.4929, -4.3871, 3.1168)  -0.149
H (1.2632, -6.1561, 4.1277)  0.086
H (1.1247, -6.2617, 2.3533)  0.065
H (2.7278, -6.0327, 3.1184)  0.079
H (1.8573, -4.0923, 2.2650)  0.090
C (-0.4782, -2.1994, 6.8416)  -0.163
O (0.1574, -3.3273, 6.2687)  -0.134
H (-0.5987, -2.3663, 7.9145)  0.077
H (0.1382, -1.3116, 6.6802)  0.066
H (-1.4608, -2.0621, 6.3838)  0.072
H (0.2508, -3.1502, 5.3172)  0.063
C (1.7648, 3.8582, 7.4903)  -0.164
O (1.2476, 2.5944, 7.1162)  -0.157
H (1.5497, 4.5788, 6.6978)  0.084
H (1.2898, 4.1872, 8.4177)  0.074
H (2.8462, 3.7839, 7.6285)  0.076
H (1.4534, 1.9763, 7.8379)  0.086
C (-3.1982, 2.7381, 8.1450)  -0.158
O (-3.6005, 1.4722, 7.6550)  -0.140
H (-3.2736, 3.4714, 7.3388)  0.082
H (-3.8525, 3.0360, 8.9679)  0.075
H (-2.1627, 2.6840, 8.4898)  0.072
H (-3.5231, 0.8426, 8.3919)  0.086
C (3.8574, 3.7128, -5.6636)  -0.159
O (2.6812, 2.9941, -5.3402)  -0.146
H (3.8364, 3.9693, -6.7253)  0.083
H (3.9001, 4.6294, -5.0703)  0.078
H (4.7328, 3.0919, -5.4581)  0.074
H (2.7280, 2.7806, -4.3928)  0.046
C (-0.7156, -7.2244, -0.4463)  -0.154
O (-1.1298, -7.4638, -1.7789)  -0.139
H (-0.8987, -6.1758, -0.2004)  0.081
H (-1.2869, -7.8610, 0.2337)  0.084
H (0.3519, -7.4375, -0.3518)  0.076
H (-0.9553, -8.4013, -1.9684)  0.099
C (-5.8197, 6.5015, -0.6309)  -0.162
O (-4.6309, 6.3860, -1.3911)  -0.146
H (-6.2489, 5.5069, -0.4894)  0.081
H (-5.5889, 6.9384, 0.3437)  0.076
H (-6.5348, 7.1321, -1.1648)  0.075
H (-4.2730, 7.2834, -1.5003)  0.085

HOMO-LUMO gap in eV: 7.931
Electronic energy in eV: -82400.584
Structure (SMILES): CCN[C@@](I)(CC(N)(N)N)[C@](S)(CC(C)C)O[C@H](F)c1ccccc1.CO.CO.CO.CO.CO.CO.CO.CO.CO.CO.CO
Net charge: 0
LUMO level in eV: 0.2